1.
Below is a molecular structure, C16H35NO4P2PbSi, with properties calculated with ωB97M-V/def2-TZVPD.

Geometry as XYZ:
```
60
Properties=species:S:1:pos:R:3
Pb 0.48 -0.07 0.17
Si -1.57 -0.78 2.86
P 1.88 -2.45 -0.74
N -0.73 0.30 -1.62
H -0.85 -0.40 1.39
C 3.06 -2.03 -2.06
H 3.89 -2.76 -2.04
H 3.46 -1.01 -1.91
H 2.54 -2.07 -3.02
C 3.00 -3.27 0.46
H 3.72 -3.90 -0.08
H 2.41 -3.88 1.15
H 3.54 -2.50 1.03
C 1.01 -3.89 -1.47
H 1.70 -4.47 -2.10
H 0.17 -3.52 -2.08
H 0.61 -4.52 -0.67
C -0.11 -0.91 4.05
H 0.28 0.11 4.21
H 0.67 -1.53 3.59
H -0.37 -1.35 5.02
H -2.82 -0.83 3.72
H -1.82 -2.22 2.39
C -1.70 -0.39 -2.16
C -3.33 -0.55 -4.01
C -2.25 0.08 -3.42
C -2.32 -1.57 -1.58
C -3.43 -2.16 -2.18
C -3.93 -1.66 -3.40
H -3.72 -0.17 -4.96
H -1.77 0.95 -3.86
H -1.90 -1.94 -0.64
H -3.91 -3.01 -1.70
H -4.79 -2.14 -3.85
C 3.54 1.60 -0.12
O 3.94 1.29 -1.25
C 2.56 2.73 0.07
H 2.31 2.92 1.12
H 1.63 2.57 -0.50
H 3.01 3.66 -0.33
C 4.03 0.93 1.14
H 4.96 0.40 0.91
H 3.32 0.20 1.54
H 4.21 1.66 1.94
C -4.62 1.64 1.79
O -3.49 2.05 2.60
P -2.01 1.46 2.27
O -1.81 1.64 0.66
C -1.66 2.85 -0.14
O -0.95 2.50 2.93
C -1.29 3.64 3.74
H -5.51 2.09 2.24
H -4.72 0.55 1.80
H -4.52 2.01 0.76
H -1.46 2.48 -1.16
H -2.59 3.43 -0.12
H -0.81 3.45 0.19
H -1.78 4.43 3.15
H -1.93 3.35 4.58
H -0.34 4.04 4.11
```

Values from the calculation:
E_tot in Ha: -2151.25773
Largest force on an atom in eV Å⁻¹: 3.0
Gap between HOMO and LUMO in Ha: 0.190
Total charge: 0
HOMO energy in eV: -5.208

Calculated atomic charges, method Löwdin, unit e: number 1, Pb, carries 1.022; number 2, Si, carries 0.322; number 3, P, carries 0.689; number 4, N, carries -0.229; number 5, H, carries -0.270; number 6, C, carries -0.267; number 7, H, carries 0.048; number 8, H, carries 0.021; number 9, H, carries 0.057; number 10, C, carries -0.288; number 11, H, carries 0.044; number 12, H, carries 0.041; number 13, H, carries 0.029; number 14, C, carries -0.273; number 15, H, carries 0.048; number 16, H, carries 0.039; number 17, H, carries 0.044; number 18, C, carries -0.275; number 19, H, carries 0.015; number 20, H, carries 0.019; number 21, H, carries 0.031; number 22, H, carries -0.060; number 23, H, carries -0.052; number 24, C, carries -0.528; number 25, C, carries -0.140; number 26, C, carries -0.085; number 27, C, carries -0.103; number 28, C, carries -0.152; number 29, C, carries -0.163; number 30, H, carries 0.087; number 31, H, carries 0.085; number 32, H, carries 0.062; number 33, H, carries 0.090; number 34, H, carries 0.075; number 35, C, carries -0.530; number 36, O, carries 0.030; number 37, C, carries -0.077; number 38, H, carries 0.073; number 39, H, carries 0.045; number 40, H, carries 0.097; number 41, C, carries -0.048; number 42, H, carries 0.087; number 43, H, carries 0.041; number 44, H, carries 0.085; number 45, C, carries -0.072; number 46, O, carries -0.308; number 47, P, carries 0.702; number 48, O, carries -0.428; number 49, C, carries -0.076; number 50, O, carries -0.304; number 51, C, carries -0.088; number 52, H, carries 0.092; number 53, H, carries 0.092; number 54, H, carries 0.087; number 55, H, carries 0.068; number 56, H, carries 0.090; number 57, H, carries 0.085; number 58, H, carries 0.092; number 59, H, carries 0.091; number 60, H, carries 0.093

=====

2.
Below is C4H7NO in the gas phase, with properties calculated with ωB97M-V/def2-TZVPD.

Geometry as XYZ:
```
13
Properties=species:S:1:pos:R:3
C -1.08 1.01 -0.24
C 0.38 0.63 -0.51
C 0.88 -0.06 0.78
N -0.08 -1.19 0.53
C 0.00 -0.72 -1.01
O -0.19 -1.41 -1.95
H -1.13 1.77 0.55
H -1.58 1.35 -1.14
H -1.03 -0.71 0.66
H 1.09 1.25 -1.07
H 0.69 0.46 1.72
H 1.90 -0.44 0.73
H 0.12 -2.14 0.85
```

Values from the calculation:
E_tot in Ha: -286.46095
Energy above the lowest of the compared OMol25 structures with the same formula, charge and spin in kJ/mol: 448.2
Largest force on an atom in eV Å⁻¹: 0.8
Gap between HOMO and LUMO in Ha: 0.276
Total charge: 0
HOMO energy in eV: -6.901

Calculated atomic charges, method Löwdin, unit e: number 1, C, carries -0.139; number 2, C, carries -0.308; number 3, C, carries -0.112; number 4, N, carries 0.059; number 5, C, carries -0.368; number 6, O, carries 0.159; number 7, H, carries 0.020; number 8, H, carries 0.021; number 9, H, carries 0.133; number 10, H, carries 0.133; number 11, H, carries 0.121; number 12, H, carries 0.122; number 13, H, carries 0.158

=====

3.
Below is a molecular structure, C28H38N4O2PdSi3, with properties calculated with ωB97M-V/def2-TZVPD.

Geometry as XYZ:
```
76
Properties=species:S:1:pos:R:3
Pd 0.11 0.14 -0.13
O -7.00 -1.30 3.39
C -6.38 -1.31 2.15
O -7.08 -1.60 1.20
C -4.98 -0.94 2.11
C -4.31 -0.88 0.87
C -3.00 -0.53 0.76
C -2.19 -0.17 1.90
C -2.88 -0.27 3.17
C -4.19 -0.64 3.24
N -0.92 0.17 1.75
C -0.20 0.61 2.87
C 1.17 0.72 2.91
C 1.82 1.28 4.08
C 3.17 1.34 4.17
C 3.98 0.88 3.10
C 3.29 0.41 1.99
N 1.97 0.32 1.86
H -6.35 -1.02 4.04
H -4.87 -1.13 -0.03
H -2.52 -0.49 -0.20
H -2.34 -0.09 4.09
H -4.61 -0.70 4.25
H -0.76 1.03 3.70
H 1.20 1.65 4.90
H 3.63 1.76 5.06
H 5.06 0.93 3.10
H 3.86 0.10 1.11
C -0.88 0.00 -4.61
Si -0.76 -0.12 -2.69
C -1.92 1.32 -2.17
C -1.63 -1.78 -2.44
C 0.97 -0.01 -2.12
Si 1.97 1.44 -2.66
C 1.03 3.00 -3.14
C 2.94 1.05 -4.26
C 3.19 2.01 -1.36
Si 1.88 -1.58 -2.14
C 1.87 -2.54 -3.78
C 3.69 -1.51 -1.63
C 1.12 -2.73 -0.83
C 1.23 -4.12 -0.78
C 0.70 -4.81 0.29
C 0.07 -4.11 1.30
C 0.00 -2.72 1.20
N 0.49 -2.06 0.16
H -1.91 -0.08 -4.96
H -0.31 -0.82 -5.07
H -0.47 0.94 -4.98
H -2.86 0.90 -1.79
H -2.16 1.91 -3.06
H -1.67 3.17 -1.22
H -2.62 -1.71 -2.91
H -1.78 -2.08 -1.40
H -1.10 -2.59 -2.94
H 0.23 2.84 -3.86
H 1.77 3.67 -3.60
H 0.62 3.50 -2.26
H 2.25 0.78 -5.06
H 3.64 0.22 -4.13
H 3.52 1.92 -4.59
H 2.65 2.23 -0.43
H 3.69 2.93 -1.69
H 3.96 1.28 -1.12
H 2.39 -1.94 -4.54
H 0.86 -2.73 -4.14
H 2.40 -3.50 -3.70
H 4.25 -0.71 -2.11
H 4.16 -2.46 -1.90
H 3.77 -1.38 -0.55
H 1.74 -4.64 -1.59
H 0.77 -5.89 0.33
H -0.35 -4.60 2.16
H -0.47 -2.11 1.96
N -1.33 2.22 -1.18
C -0.37 2.00 -0.31
```

Values from the calculation:
E_tot in Ha: -2455.69568
Energy above the lowest of the compared OMol25 structures with the same formula, charge and spin in kJ/mol: 214.1
Largest force on an atom in eV Å⁻¹: 0.6
Gap between HOMO and LUMO in Ha: 0.144
Total charge: -2
HOMO energy in eV: 0.528

Calculated atomic charges, method Löwdin, unit e: number 1, Pd, carries 0.743; number 2, O, carries 0.041; number 3, C, carries -0.521; number 4, O, carries 0.028; number 5, C, carries -0.205; number 6, C, carries -0.044; number 7, C, carries -0.048; number 8, C, carries -0.327; number 9, C, carries -0.040; number 10, C, carries -0.081; number 11, N, carries -0.085; number 12, C, carries -0.176; number 13, C, carries -0.323; number 14, C, carries -0.091; number 15, C, carries -0.168; number 16, C, carries -0.159; number 17, C, carries -0.236; number 18, N, carries 0.049; number 19, H, carries 0.056; number 20, H, carries 0.107; number 21, H, carries 0.041; number 22, H, carries 0.070; number 23, H, carries 0.091; number 24, H, carries 0.069; number 25, H, carries 0.084; number 26, H, carries 0.076; number 27, H, carries 0.051; number 28, H, carries 0.068; number 29, C, carries -0.199; number 30, Si, carries 0.352; number 31, C, carries -0.258; number 32, C, carries -0.186; number 33, C, carries -0.552; number 34, Si, carries 0.361; number 35, C, carries -0.189; number 36, C, carries -0.191; number 37, C, carries -0.180; number 38, Si, carries 0.433; number 39, C, carries -0.178; number 40, C, carries -0.167; number 41, C, carries -0.291; number 42, C, carries -0.077; number 43, C, carries -0.093; number 44, C, carries -0.063; number 45, C, carries -0.102; number 46, N, carries -0.004; number 47, H, carries 0.015; number 48, H, carries 0.008; number 49, H, carries 0.003; number 50, H, carries 0.063; number 51, H, carries 0.067; number 52, H, carries 0.089; number 53, H, carries 0.030; number 54, H, carries 0.008; number 55, H, carries 0.015; number 56, H, carries 0.013; number 57, H, carries 0.021; number 58, H, carries 0.007; number 59, H, carries 0.019; number 60, H, carries 0.004; number 61, H, carries 0.017; number 62, H, carries 0.021; number 63, H, carries 0.022; number 64, H, carries 0.005; number 65, H, carries 0.019; number 66, H, carries 0.009; number 67, H, carries 0.015; number 68, H, carries 0.005; number 69, H, carries 0.025; number 70, H, carries 0.018; number 71, H, carries 0.091; number 72, H, carries 0.093; number 73, H, carries 0.096; number 74, H, carries 0.099; number 75, N, carries -0.200; number 76, C, carries -0.181

=====

4.
Below is CH3N5 in the gas phase, with properties calculated with ωB97M-V/def2-TZVPD.

Geometry as XYZ:
```
9
Properties=species:S:1:pos:R:3
H 0.75 -1.63 1.62
N 0.51 -0.63 1.90
C -0.10 -0.23 0.75
N -0.42 1.10 0.52
N -0.19 1.15 -0.92
N 0.04 0.08 -1.46
N 0.21 -1.01 -0.48
H -0.48 -0.13 -2.38
H -0.65 -1.67 -0.69
```

Values from the calculation:
E_tot in Ha: -313.51794
Energy above the lowest of the compared OMol25 structures with the same formula, charge and spin in kJ/mol: 370.2
Largest force on an atom in eV Å⁻¹: 7.5
Gap between HOMO and LUMO in Ha: 0.312
Total charge: 0
HOMO energy in eV: -8.984

Calculated atomic charges, method Löwdin, unit e: number 1, H, carries 0.037; number 2, N, carries 0.071; number 3, C, carries -0.519; number 4, N, carries 0.090; number 5, N, carries 0.003; number 6, N, carries -0.099; number 7, N, carries 0.056; number 8, H, carries 0.200; number 9, H, carries 0.161